Entry from the OMol25 dataset: a 8-piece molecular cluster, C16H52N4O8 overall at a distorted geometry (the ωB97M-V functional and the def2-TZVPD basis).

As for the SMILES: COC[C@H](C)N.COC[C@H](C)N.COC[C@H](C)N.COC[C@H](C)N.O.O.O.O. The HOMO energy is -8.5 eV. As for the net charge: 0. For the HOMO-LUMO gap, the calculation gives 8.43 eV.

Each line ends with the Löwdin charge.
Cartesian coordinates (Å):
O 15.0102 27.8260 8.8803  -0.087
H 14.1272 28.1549 8.6324  -0.004
H 14.9047 26.8445 8.9328  0.006
O 12.4875 28.7027 8.0382  -0.044
H 12.7859 29.6218 7.9639  0.074
H 11.5897 28.7104 7.6850  0.072
O 13.5482 26.1460 6.5652  -0.055
H 13.3896 27.0810 6.7722  0.020
H 12.6695 25.7605 6.4748  0.050
O 17.1845 29.6347 8.5273  -0.093
H 16.4308 29.0114 8.4838  0.001
H 17.1666 29.9706 9.4358  0.011
C 18.9771 22.9194 11.7997  -0.080
C 19.6045 24.3082 11.6177  -0.441
C 18.7761 25.1932 10.7030  -0.226
O 19.5630 26.2809 10.2840  -0.187
C 18.8549 27.2569 9.5360  -0.106
N 19.8764 24.8568 12.9437  0.035
H 18.7357 22.3406 10.9042  0.071
H 18.0212 22.9541 12.3339  0.073
H 19.6405 22.2797 12.3813  0.074
H 20.5707 24.0594 11.1725  0.139
H 17.8952 25.5587 11.2432  0.129
H 18.5048 24.6093 9.8155  0.121
H 18.5792 26.8600 8.5494  0.087
H 19.4783 28.1254 9.3399  0.088
H 17.9448 27.5812 10.0456  0.070
H 20.2807 25.7833 12.8149  0.071
H 19.0011 25.0696 13.4196  0.071
C 13.8976 30.5667 11.4425  -0.064
C 15.1197 31.0207 10.6439  -0.443
C 15.1082 32.5213 10.4101  -0.215
O 13.9794 32.9244 9.6730  -0.189
C 13.8026 34.3249 9.6463  -0.107
N 16.3361 30.5997 11.3330  0.041
H 13.8540 30.9630 12.4629  0.079
H 13.8795 29.4841 11.5882  0.075
H 12.9786 30.8972 10.9497  0.074
H 15.0351 30.5283 9.6726  0.114
H 16.0328 32.7052 9.8492  0.133
H 15.1080 33.0428 11.3752  0.130
H 14.6613 34.8581 9.2287  0.089
H 13.6153 34.7235 10.6477  0.087
H 12.9389 34.4786 9.0040  0.088
H 16.2642 29.6096 11.5454  0.079
H 16.4108 31.0346 12.2471  0.084
C 15.8016 28.5936 5.3415  -0.061
C 17.0257 29.4107 4.9626  -0.438
C 16.6624 30.9160 4.9305  -0.228
O 15.6696 31.2891 4.0358  -0.186
C 16.0969 31.4304 2.7004  -0.103
N 18.1720 29.2338 5.8561  0.037
H 14.9826 28.9469 4.7058  0.079
H 15.6206 28.6725 6.4121  0.053
H 15.8955 27.5321 5.0984  0.076
H 17.3849 29.0815 3.9801  0.125
H 17.5868 31.5049 4.8780  0.125
H 16.2922 31.0890 5.9483  0.124
H 16.5750 30.5265 2.3087  0.083
H 16.8472 32.2308 2.6864  0.089
H 15.2593 31.6861 2.0573  0.085
H 18.3857 28.2469 5.9277  0.064
H 17.9393 29.5737 6.7959  0.028
C 12.7122 23.9449 9.2364  -0.064
C 14.2086 23.7201 9.3063  -0.384
C 14.6525 22.7329 8.1988  -0.217
O 14.1535 21.4326 8.4308  -0.201
C 14.4662 20.5401 7.3452  -0.080
N 14.8400 25.0139 8.9665  0.018
H 12.3349 24.2922 8.2752  0.065
H 12.4665 24.6668 10.0196  0.084
H 12.0991 23.0627 9.4354  0.082
H 14.4935 23.4839 10.3307  0.140
H 15.7470 22.7688 8.1398  0.121
H 14.1927 23.0700 7.2622  0.125
H 14.1054 19.5726 7.6758  0.088
H 15.5567 20.5821 7.2633  0.085
H 14.0113 20.9239 6.4290  0.085
H 15.8179 24.8325 8.8005  0.074
H 14.3404 25.3802 8.1472  0.035

***

Entry from the OMol25 dataset: a 10-piece molecular cluster, C16H52N6O10 overall at a distorted geometry (the ωB97M-V functional and the def2-TZVPD basis).

As for the SMILES: NC(N)=O.NC(N)=O.NC(N)=O.CCO.CCO.CCO.CCO.CCO.CCO.CO. The HOMO energy is -8.8 eV. As for the net charge: 0. For the HOMO-LUMO gap, the calculation gives 8.44 eV.

Each line ends with the Löwdin charge.
Cartesian coordinates (Å):
C -0.0391 -1.0179 3.1698  -0.093
C 1.4029 -0.6679 3.4652  -0.317
O 2.0415 -1.6870 4.2261  -0.060
H -0.5921 -1.2272 4.0461  0.056
H -0.0371 -1.9220 2.5535  0.058
H -0.6203 -0.2192 2.5825  0.081
H 1.4402 0.2929 3.8806  0.061
H 1.9654 -0.6585 2.5195  0.111
H 2.8833 -1.3575 4.5305  0.080
C 0.5130 -0.8730 -0.3233  -0.051
C -0.6162 -1.7387 -0.8220  -0.276
O -1.6181 -0.9696 -1.4029  -0.108
H 0.8702 -0.2679 -1.1756  0.087
H 1.3080 -1.4408 0.1091  0.042
H 0.0183 -0.1737 0.3134  0.051
H -1.1145 -2.3053 -0.0428  0.096
H -0.3358 -2.3380 -1.7155  0.127
H -1.3034 -0.7857 -2.2903  0.049
C 2.3115 -3.2768 -3.3408  -0.051
C 3.0580 -1.9840 -2.9626  -0.256
O 3.1133 -1.7946 -1.5512  -0.119
H 2.9572 -4.1292 -3.3208  0.069
H 1.9127 -3.0913 -4.3210  0.068
H 1.4086 -3.4039 -2.7176  0.066
H 2.6214 -1.1030 -3.3436  0.100
H 4.0157 -2.0180 -3.3777  0.088
H 3.1739 -0.8783 -1.2170  0.111
C 2.7424 4.4592 -3.3662  -0.103
C 2.4876 3.5810 -2.1825  -0.357
O 1.9596 2.4288 -2.7358  -0.089
H 1.8896 4.7201 -4.1058  0.111
H 3.5176 4.1052 -3.9626  0.039
H 3.0456 5.4981 -3.1548  0.066
H 1.7042 4.0528 -1.5354  0.085
H 3.3471 3.3037 -1.5335  0.115
H 1.2260 2.1356 -2.1754  0.030
C 2.1576 -5.0737 1.9332  -0.079
C 2.0119 -3.7442 1.2319  -0.359
O 2.3755 -4.0311 -0.0957  -0.104
H 3.1947 -5.4536 1.7640  0.097
H 1.3535 -5.6594 1.5397  0.065
H 1.9647 -4.9474 2.9973  0.066
H 2.6431 -2.9471 1.7170  0.117
H 1.0099 -3.3142 1.2069  0.078
H 2.5980 -3.2151 -0.6114  0.042
C -2.9954 -2.1144 2.2136  -0.057
C -3.5344 -1.0123 3.1448  -0.321
O -4.2572 -0.1936 2.3359  -0.090
H -2.3193 -1.6613 1.4785  0.042
H -3.7315 -2.6077 1.6258  0.078
H -2.3556 -2.8173 2.7529  0.085
H -2.7607 -0.4873 3.7741  0.116
H -4.1846 -1.4360 3.8748  0.104
H -4.9346 0.1861 2.9016  0.113
C -0.9625 2.8728 -0.4103  -0.544
O -0.5375 2.1077 -1.4421  -0.065
N -0.4411 4.0325 0.0009  0.179
N -1.7796 2.4619 0.5127  0.115
H 0.4728 4.2281 -0.3271  0.064
H -0.6307 4.2438 0.9831  0.115
H -2.1876 3.0316 1.2140  0.115
H -2.3857 1.5765 0.2348  0.083
C 1.5363 2.3593 1.8905  -0.618
O 2.0561 2.3247 0.5705  -0.117
N 2.1998 2.8896 2.8456  0.135
N 0.3101 2.0732 2.2540  0.139
H 3.1348 3.0136 2.5217  0.105
H 2.1823 2.6993 3.9221  0.173
H -0.4839 2.0178 1.5478  0.073
H 0.1074 2.1776 3.2546  0.124
C -4.1729 1.2953 -0.8865  -0.582
O -3.6563 1.7542 -2.1023  -0.103
N -5.2284 1.8460 -0.3939  0.175
N -3.4159 0.5228 -0.1245  0.124
H -5.7697 2.4484 -1.0210  0.136
H -5.6795 1.5153 0.4578  0.115
H -2.7540 0.0170 -0.7222  0.081
H -3.7376 0.0690 0.7466  0.085
C -1.7450 0.4517 -4.2436  -0.154
O -0.5423 0.5355 -3.5158  -0.148
H -2.1626 1.4513 -4.2278  0.078
H -2.3605 -0.2852 -3.8026  0.055
H -1.5746 0.2701 -5.3305  0.090
H -0.6854 1.2796 -2.9110  0.017